# 1
119
Properties=species:S:1:pos:R:3:forces:R:3:mulliken_charge:R:1 method="wB97M-V/def2-TZVPD" energy_ha=-5689.69756 homo_lumo_gap_ev=7.9 de_lowest_kcal_mol=11.8 total_charge=+1 e_homo_ev=-10.2
Ga 0.01546 -0.48396 0.86484 -0.4451 -0.2562 -0.0459 0.793
C 3.99016 0.91851 0.97324 0.0933 -0.1172 0.0980 -1.264
Si 2.63427 1.22005 -0.28516 -0.1977 -0.0562 -0.1648 1.345
C 2.86818 0.16154 -1.82507 0.0154 -0.1701 -0.0548 -1.047
C 2.79184 2.97370 -0.89083 -0.0162 0.2563 0.0055 -1.333
N 1.01427 1.00964 0.38779 -0.2395 0.1787 0.1133 1.768
C 0.43917 2.29446 0.70198 0.0358 -0.1215 -0.1715 -0.833
C 0.77228 2.96251 1.87657 -0.0554 -0.1695 0.1046 -0.208
C 0.35650 4.26445 2.11698 -0.0377 0.0151 0.0244 -1.130
C -0.39241 4.92941 1.16153 -0.0368 0.0018 -0.0582 -1.003
C -0.73885 4.28840 -0.02312 0.0351 0.0221 0.0475 -0.576
C -0.33299 2.98227 -0.24608 -0.0652 -0.0982 -0.0815 0.247
O -0.68337 2.26005 -1.37059 0.1543 0.1234 0.0474 1.295
C -0.83432 2.87255 -2.60351 0.0810 0.0045 0.1121 0.143
C 0.15707 2.65268 -3.54644 0.0327 0.0240 -0.0367 -0.001
C 0.00768 3.15674 -4.83062 -0.0347 -0.0129 -0.0015 -1.195
C -1.13298 3.87442 -5.17103 0.0102 -0.0299 0.0297 -0.760
C -2.12745 4.07320 -4.22290 0.0064 -0.0062 0.0228 -0.985
C -1.98654 3.56563 -2.93652 -0.0337 0.1267 -0.0508 -0.101
H 4.62468 1.80419 1.06698 -0.0354 -0.0569 -0.0107 0.541
H 4.63865 0.07790 0.70079 -0.0646 0.0384 0.0540 0.272
H 3.55662 0.71421 1.95465 0.0672 0.0317 0.0055 0.165
H 3.35620 0.77606 -2.58895 -0.0557 -0.0397 0.0341 0.717
H 1.91043 -0.18108 -2.23755 0.0942 0.0308 0.0218 -0.135
H 3.51134 -0.70573 -1.66321 -0.0172 0.0309 -0.0619 0.444
H 3.81668 3.12870 -1.24656 -0.0648 -0.0427 0.0011 0.494
H 2.59214 3.71486 -0.11305 0.0594 -0.0153 -0.0648 0.267
H 2.11343 3.17254 -1.72582 0.0870 0.0436 0.1001 0.292
H 1.38359 2.44325 2.60531 -0.0286 0.0325 -0.0725 0.350
H 0.63032 4.75921 3.04031 0.0011 -0.0297 -0.0290 0.474
H -0.71140 5.95150 1.32691 0.0197 -0.0441 -0.0154 0.414
H -1.30484 4.81956 -0.77338 -0.0348 -0.0047 -0.0517 0.543
H 1.02977 2.07846 -3.25940 -0.0436 0.0019 -0.0613 0.197
H 0.78318 2.98671 -5.56788 -0.0252 0.0134 0.0324 0.479
H -1.24708 4.27310 -6.17112 -0.0010 -0.0145 0.0329 0.413
H -3.02605 4.61905 -4.48415 0.0346 -0.0080 0.0022 0.447
H -2.77973 3.68903 -2.20916 0.0547 0.0101 0.0307 0.480
C -1.78058 -3.31587 2.54855 0.1986 -0.0370 -0.0375 -1.056
N -0.44348 -3.28474 1.92991 -0.2214 -0.1969 0.0368 1.806
C 0.53102 -4.09286 2.67428 -0.0481 0.1768 -0.1451 -1.654
C -0.56611 -3.38344 0.51906 -0.0650 -0.1324 -0.0896 -2.014
N -0.39604 -2.25238 -0.11200 0.4038 0.1662 -0.0068 0.991
C -0.40917 -2.10163 -1.53420 0.0488 0.0718 0.0205 -0.674
C 0.39943 -2.86823 -2.32947 0.0914 -0.0675 -0.0077 0.433
C 0.41490 -2.69180 -3.72659 0.0319 -0.0478 0.0272 -1.803
C -0.40882 -1.77303 -4.30324 -0.0384 0.0272 -0.0191 -1.143
C -1.27573 -0.97519 -3.51334 0.0354 -0.0202 0.0295 1.366
C -2.18287 -0.08295 -4.12915 -0.0009 -0.0100 -0.0764 -1.135
C -3.03266 0.65847 -3.36554 -0.0658 -0.0690 0.1139 -1.170
C -2.97941 0.57209 -1.96106 -0.1479 -0.0553 -0.0149 0.412
C -2.10854 -0.26863 -1.31561 -0.0420 0.0305 0.1434 -0.087
N -2.01806 -0.22411 0.10721 0.2145 0.3728 -0.0919 0.814
C -3.17721 -0.20984 0.76404 -0.1916 -0.0880 0.1554 -1.011
N -3.40813 0.57113 1.83103 0.1359 0.0267 0.0151 0.643
C -4.20251 0.13089 2.96902 0.0091 0.0698 -0.0332 -1.146
C -2.83365 1.90146 1.94669 0.0016 0.0055 0.0545 -0.659
N -4.21368 -1.03032 0.41581 0.0234 0.0055 -0.2179 0.562
C -5.58140 -0.52546 0.38664 0.0180 -0.0598 0.0338 -1.201
C -3.99102 -2.23237 -0.36124 -0.0885 0.0410 0.0685 -0.915
C -1.25119 -1.09973 -2.09669 0.0076 -0.0169 -0.0133 -0.512
N -0.98172 -4.53946 -0.05158 -0.1120 0.0447 -0.0463 0.923
C -0.81815 -5.83881 0.61024 -0.0628 0.1383 0.0123 -1.057
C -1.75049 -4.63401 -1.29914 0.0401 -0.0803 0.0558 -1.214
H -1.66944 -3.08408 3.60371 0.0318 0.0536 0.0682 0.474
H -2.26618 -4.29352 2.44623 -0.0313 0.0307 0.0469 0.236
H -2.41577 -2.55166 2.10289 0.0070 0.0392 -0.0332 0.129
H 1.43863 -4.23876 2.08922 -0.0300 -0.0133 -0.0246 0.526
H 0.13894 -5.06513 2.97762 -0.0344 -0.0681 -0.0204 0.472
H 0.78821 -3.54155 3.57826 0.0160 0.0149 0.0068 0.227
H 1.02177 -3.63142 -1.87496 -0.0444 0.0014 -0.0527 0.739
H 1.07280 -3.30153 -4.33358 -0.0242 0.0283 0.0250 0.424
H -0.42243 -1.64209 -5.37944 -0.0061 -0.0032 0.0575 0.479
H -2.18912 -0.00426 -5.21006 0.0111 0.0100 0.0546 0.479
H -3.72356 1.35227 -3.82735 0.0109 -0.0527 0.0052 0.326
H -3.60287 1.23073 -1.36468 0.0224 -0.0105 -0.0166 0.637
H -4.43992 -0.92511 2.87609 0.0023 -0.0162 -0.0019 0.366
H -5.13341 0.69799 3.05142 0.0162 -0.0036 0.0015 0.352
H -3.62211 0.28920 3.88020 0.0102 0.0049 -0.0345 0.310
H -2.31396 2.14029 1.03061 0.1098 0.0906 -0.1371 -0.204
H -2.14148 1.97634 2.78250 -0.0203 -0.0270 -0.0224 0.116
H -3.64381 2.61958 2.09590 -0.0132 -0.0008 0.0094 0.564
H -5.61596 0.48619 0.78174 0.0006 -0.0316 -0.0262 0.385
H -6.25074 -1.15681 0.97438 0.0153 -0.0006 -0.0002 0.348
H -5.93784 -0.50724 -0.64746 0.0151 -0.0103 0.0003 0.352
H -2.99478 -2.61355 -0.16021 -0.0573 0.0654 0.0450 0.243
H -4.09646 -2.05789 -1.43665 0.0002 0.0142 -0.0134 0.234
H -4.72013 -2.98454 -0.05719 -0.0196 -0.0244 0.0176 0.670
H 0.20219 -5.99940 0.93838 0.0905 0.0376 0.0328 0.297
H -1.04905 -6.60394 -0.12570 0.0053 -0.0135 0.0056 0.460
H -1.49724 -5.96468 1.45335 0.0006 0.0031 0.0148 0.302
H -2.09277 -3.66923 -1.64425 0.0122 0.0012 -0.0242 0.339
H -2.62385 -5.25544 -1.09635 0.0006 -0.0166 0.0179 0.549
H -1.16699 -5.09862 -2.09478 0.0402 0.0175 -0.0017 0.398
O -1.02559 1.05831 4.52972 0.0678 -0.2392 -0.1017 -0.711
Cl -0.24902 -0.00114 3.98851 0.1415 -0.1489 -0.1331 2.267
O 1.11109 0.38917 3.75868 -0.3816 -0.2543 0.0417 -0.618
O -0.34546 -1.19524 4.76813 0.0693 0.2787 -0.3550 -0.712
O -0.87370 -0.32647 2.61348 0.5964 -0.0143 0.3417 -1.081
S 5.69955 -4.49660 1.42079 0.0602 -0.0234 0.0794 -0.112
C 4.29957 -3.39397 1.35730 0.0666 -0.0054 -0.0855 -0.644
C 3.83662 -2.72347 2.47808 0.0127 0.0473 0.0992 -0.953
C 2.73679 -1.89178 2.36403 -0.0977 0.1532 -0.2321 -0.688
N 2.08105 -1.69153 1.20919 0.0229 -0.1285 0.3344 0.707
C 2.54410 -2.33730 0.13230 -0.0081 0.0859 0.1293 -0.060
C 3.62819 -3.19531 0.15832 0.0130 0.0228 -0.0210 -1.006
C 7.00932 -3.27463 1.43917 -0.0698 0.0099 -0.0621 0.466
C 7.36083 -2.60157 2.59948 0.0004 -0.0262 0.0178 -0.113
C 8.36642 -1.64816 2.52474 0.1047 0.0334 -0.1367 -0.486
N 9.02500 -1.35657 1.40221 -0.1207 -0.1249 0.0117 -0.570
C 8.69578 -2.03359 0.30303 0.0169 0.0658 0.1252 -0.401
C 7.69661 -2.99880 0.26681 0.0036 0.0360 0.0183 -0.203
H 4.31699 -2.84343 3.44031 -0.0241 -0.0122 -0.0366 0.556
H 2.36442 -1.36545 3.22690 -0.0788 0.1004 0.0838 0.342
H 2.04010 -2.13773 -0.79797 -0.0023 -0.0111 0.0097 0.190
H 3.96365 -3.68155 -0.74925 -0.0195 0.0290 0.0270 0.580
H 6.88096 -2.81943 3.54448 -0.0107 0.0155 -0.0313 0.377
H 8.66210 -1.09792 3.41199 -0.0107 -0.0157 -0.0429 0.372
H 9.25170 -1.79038 -0.59674 -0.0184 -0.0093 0.0457 0.369
H 7.46085 -3.52061 -0.65134 0.0035 0.0274 0.0184 0.397

# 2
8
Properties=species:S:1:pos:R:3:forces:R:3:mulliken_spin:R:1 method="wB97M-V/def2-TZVPD" energy_ha=-430.90207 homo_lumo_gap_ev="7.3 / 6.5" de_lowest_kcal_mol=20.0 spin_multiplicity=3 e_homo_ev="-6.3 / -9.5"
C 0.53043 -0.65114 -0.01339 0.1109 0.4372 0.1218 0.522
C -0.15382 0.61858 0.00078 2.2480 2.8033 -0.8484 0.077
N 0.32997 -1.84419 -0.03454 -3.8470 2.1052 -0.8274 0.388
I 3.08623 -0.04194 0.02905 1.6611 0.1307 -0.0149 0.969
H 0.52993 1.32579 0.70350 -1.9599 -1.3635 -1.4668 0.023
H -1.16463 0.56122 0.25799 -1.6559 -0.0011 0.9486 0.008
H -0.16009 1.14549 -1.02882 0.4148 -1.0092 1.4763 -0.002
H 0.90826 -2.56598 0.12013 3.0279 -3.1027 0.6109 0.014

# 3
68
Properties=species:S:1:pos:R:3:forces:R:3:nbo_charge:R:1 method="wB97M-V/def2-TZVPD" energy_ha=-2344.72019 homo_lumo_gap_ev=4.8 de_lowest_kcal_mol=1.1 total_charge=-2 e_homo_ev=-0.4
Pd 0.68756 -0.74685 -0.33497 -0.1326 0.1725 0.0463 0.116
O 1.12386 -2.44807 -3.32290 0.0159 -0.1221 0.0741 -0.736
C 0.11579 -3.40570 -3.16153 -0.0128 -0.0151 -0.0113 -0.093
C 0.19889 -4.12037 -1.82763 -0.0045 0.0095 -0.0192 0.199
C -0.54469 -5.27084 -1.58851 -0.0044 -0.0254 0.0524 -0.282
C -0.47313 -5.85440 -0.33397 -0.0026 0.0167 -0.0309 -0.187
C 0.33049 -5.26897 0.63132 0.0187 -0.0130 0.0443 -0.288
C 1.03854 -4.11957 0.30605 -0.0235 0.0508 -0.0443 0.093
N 0.97779 -3.56480 -0.90503 -0.0567 -0.0765 -0.0546 -0.445
H 1.18523 -2.02318 -2.44324 0.0694 0.2416 -0.1199 0.505
H 0.20550 -4.13971 -3.96936 0.0044 0.0223 -0.0146 0.159
H -0.87771 -2.93871 -3.23815 -0.0030 -0.0082 0.0328 0.191
H -1.17167 -5.68550 -2.37005 0.0023 -0.0013 -0.0001 0.196
H -1.04504 -6.74883 -0.11088 0.0011 0.0007 0.0034 0.192
H 0.39692 -5.67214 1.63348 -0.0016 0.0040 0.0015 0.209
H 1.64488 -3.59327 1.03302 0.0110 0.0018 0.0227 0.259
O 3.85164 -1.99827 0.87061 0.0586 0.1126 0.0309 -0.990
S 3.19687 -0.91842 1.58117 -0.2359 0.0087 -0.2093 2.328
O 3.99004 -0.24250 2.59913 0.0100 0.0053 0.0266 -1.013
N 1.79973 -1.48921 2.08674 0.2489 -0.0273 0.0401 -0.943
C 0.95617 -0.79537 2.89169 -0.0518 0.0042 -0.0572 0.203
C 1.22140 0.37510 3.60170 -0.0127 0.0403 0.0647 -0.339
C 0.21808 1.05432 4.31145 0.0536 -0.0148 -0.0175 -0.166
C -1.07271 0.60764 4.36086 -0.0581 -0.0226 0.0107 -0.302
C -1.39452 -0.60365 3.69933 0.0272 0.0358 0.0046 -0.096
C -2.70618 -1.12647 3.67875 0.0091 -0.0016 -0.0030 -0.151
C -2.96456 -2.29616 3.02579 -0.0043 0.0064 0.0077 -0.278
C -1.88774 -2.96277 2.40813 -0.0193 -0.0180 -0.0278 0.031
N -0.66430 -2.50911 2.39909 0.0012 0.0019 0.0007 -0.397
C -0.39523 -1.32815 3.00500 0.0144 0.0157 0.0015 0.194
C 2.76497 0.32565 0.35615 -0.1014 -0.0483 0.6345 -0.396
C 2.62004 1.66821 0.74460 0.0263 -0.0259 -0.0369 -0.162
C 2.29405 2.62899 -0.19184 0.0035 0.0051 0.0368 -0.273
C 2.09367 2.26800 -1.52850 -0.0020 0.0506 -0.0403 -0.242
C 2.24685 0.95579 -1.92152 -0.0215 -0.0030 -0.0412 -0.210
C 2.58119 -0.04574 -0.98269 0.2986 -0.3299 -0.4122 -0.285
H 2.22827 0.76428 3.60096 -0.0173 0.0012 -0.0202 0.233
H 0.48575 1.97653 4.81831 -0.0066 0.0021 0.0026 0.188
H -1.85015 1.15919 4.87770 -0.0019 -0.0024 -0.0006 0.187
H -3.49740 -0.57196 4.17344 -0.0031 -0.0022 0.0017 0.191
H -3.96545 -2.70598 2.96642 -0.0005 -0.0029 0.0068 0.196
H -2.05810 -3.90467 1.88939 0.0091 0.0062 0.0018 0.174
H 2.79272 1.93789 1.77605 -0.0015 0.0017 0.0266 0.213
H 2.16666 3.66112 0.11337 0.0021 0.0003 0.0067 0.195
H 1.78875 3.01663 -2.25077 -0.0048 -0.0009 0.0065 0.205
H 2.09877 0.66844 -2.95557 0.0151 -0.0025 -0.0075 0.213
H 2.90832 -1.03137 -1.30534 0.1352 0.0421 -0.0406 0.252
C -0.95230 6.12458 -1.82055 0.0009 -0.0007 0.0031 -0.614
C -1.10001 4.62676 -1.73500 0.0041 0.0098 0.0092 -0.061
C -1.21864 3.98210 -0.51324 0.0127 0.0060 0.0069 -0.261
C -1.36300 2.59883 -0.40985 -0.0164 -0.0028 -0.0085 0.085
C -1.42437 1.98721 0.95948 0.0143 -0.0296 -0.0230 -0.670
C -1.40556 1.81232 -1.57488 0.0719 0.0444 -0.0506 -0.241
Te -1.62109 -0.30532 -1.46759 -0.3480 -0.0789 0.0628 -0.416
C -1.26712 2.45871 -2.81751 0.0084 -0.0345 -0.0032 -0.054
C -1.24096 1.67538 -4.10216 -0.0200 0.0033 0.0057 -0.635
C -1.12143 3.84216 -2.87991 -0.0012 -0.0139 -0.0008 -0.245
H -0.75904 6.55300 -0.83539 0.0009 -0.0018 -0.0002 0.202
H -1.85643 6.59824 -2.21581 -0.0013 -0.0019 -0.0003 0.195
H -0.12500 6.40769 -2.47652 -0.0002 -0.0037 -0.0018 0.200
H -1.17917 4.56889 0.40140 0.0003 0.0012 -0.0005 0.183
H -1.46023 2.75549 1.73490 0.0001 0.0103 -0.0014 0.188
H -0.54370 1.35710 1.12622 0.0070 -0.0026 0.0107 0.249
H -2.28517 1.32312 1.05784 -0.0009 0.0005 0.0079 0.230
H -0.45641 0.91603 -4.07181 0.0088 -0.0003 0.0002 0.240
H -1.07697 2.33714 -4.95734 0.0032 0.0031 0.0077 0.180
H -2.17498 1.12794 -4.24617 0.0020 -0.0029 -0.0043 0.221
H -1.00925 4.31553 -3.85333 0.0020 -0.0013 0.0003 0.179